No. 1
ORCA calculation (ωB97M-V/def2-TZVPD) on 2 unconnected molecules or ions with the total composition C16H32BClF9NO2P2 in a non-equilibrium geometry.

ΔE to the lowest compared entry with this formula, charge and spin = 0.0 kcal per mole
LUMO = 0.235 eV
Largest force on an atom = 1.09 eV/A
Net charge = 0
Orbital gap = 7.0 eV
SMILES = CC[C@H](Cl)P(CC)(B(O)N(C)C)([C@H](C)F)P(C)C.FC(F)C(F)(F)COC(F)(F)C(F)F
M = 549.63 g mol⁻¹
DFT total energy = -2900.6009 Eh

Structure (XYZ):
```
64
C16H32BClF9NO2P2 (ωB97M-V/def2-TZVPD)
C -0.069 -1.410 4.026
C -0.103 -0.723 2.653
C -0.950 0.540 2.562
Cl -2.509 0.317 3.442
P -1.507 1.172 0.761
C 0.211 0.790 0.092
C 1.359 1.573 0.775
B -2.966 -0.167 0.642
O -2.621 -1.504 0.640
N -4.352 0.260 0.457
C -4.867 -0.287 -0.816
C -5.235 -0.106 1.578
C -1.973 2.845 1.511
C -3.258 3.508 1.059
F -0.874 3.688 1.279
P -2.230 1.923 -1.355
C -1.778 0.517 -2.486
C -1.029 3.211 -1.906
H -0.911 -2.087 4.165
H -0.042 -0.678 4.835
H 0.843 -2.009 4.104
H -0.417 -1.453 1.902
H 0.924 -0.438 2.414
H -0.419 1.338 3.090
H 0.397 -0.287 0.084
H 0.209 1.087 -0.956
H 1.057 2.043 1.709
H 2.229 0.949 0.975
H 1.673 2.387 0.118
H -1.916 -1.724 0.034
H -4.110 -0.846 -1.371
H -5.704 -0.968 -0.640
H -5.209 0.534 -1.452
H -6.266 0.125 1.295
H -5.185 -1.173 1.832
H -5.001 0.493 2.455
H -2.025 2.699 2.589
H -3.104 4.151 0.193
H -4.011 2.759 0.809
H -3.638 4.129 1.876
H -1.036 0.860 -3.213
H -2.659 0.194 -3.042
H -1.338 -0.341 -1.963
H 0.024 2.913 -1.816
H -1.214 3.431 -2.961
H -1.169 4.125 -1.329
C 4.907 -3.187 -2.583
C 5.277 -1.833 -3.208
C 6.344 -0.977 -2.512
F 5.939 -0.602 -1.285
F 6.544 0.135 -3.249
F 4.170 -1.099 -3.422
F 5.826 -2.136 -4.423
O 3.721 -3.244 -1.811
C 3.696 -3.040 -0.464
C 2.780 -1.865 -0.093
F 3.214 -0.727 -0.663
F 2.800 -1.706 1.248
F 4.920 -2.896 0.063
F 3.140 -4.136 0.106
H 4.691 -3.823 -3.440
H 5.756 -3.625 -2.057
H 7.286 -1.526 -2.434
H 1.760 -2.071 -0.423
```

=====

No. 2
ORCA calculation (ωB97M-V/def2-TZVPD) on 9 unconnected molecules or ions with the total composition C16H50N8O9 in a non-equilibrium geometry.

ΔE to the lowest compared entry with this formula, charge and spin = 0.0 kcal per mole
LUMO = 0.318 eV
Largest force on an atom = 3.60 eV/A
Net charge = 0
Orbital gap = 9.6 eV
SMILES = NC(N)=O.NC(N)=O.NC(N)=O.NC(N)=O.CC(C)O.CC(C)O.CC(C)O.CC(C)O.O
M = 498.62 g mol⁻¹
DFT total energy = -1754.9615 Eh

Structure (XYZ):
```
83
C16H50N8O9 (ωB97M-V/def2-TZVPD)
O 2.917 2.648 -1.023
H 3.623 2.772 -0.358
H 2.395 1.884 -0.688
C 1.314 -0.174 -4.017
C -0.149 0.242 -3.820
C -0.403 1.673 -4.319
O -0.999 -0.631 -4.504
H 1.981 0.408 -3.368
H 1.606 0.050 -5.038
H 1.494 -1.222 -3.729
H -0.354 0.204 -2.741
H 0.215 2.441 -3.870
H -1.421 1.860 -4.094
H -0.164 1.721 -5.378
H -0.523 -1.379 -4.889
C 0.429 -3.733 6.207
C -0.300 -2.723 5.325
C 0.220 -2.608 3.877
O -1.697 -2.890 5.231
H 0.762 -4.620 5.625
H -0.148 -4.040 7.078
H 1.361 -3.205 6.552
H -0.274 -1.754 5.847
H -0.206 -1.780 3.331
H 0.210 -3.558 3.360
H 1.280 -2.306 3.817
H -1.947 -3.309 4.391
C -1.797 4.863 -1.543
C -0.244 4.976 -1.693
C 0.404 5.761 -0.584
O 0.282 3.634 -1.824
H -2.232 5.859 -1.663
H -2.040 4.404 -0.575
H -2.268 4.209 -2.251
H -0.046 5.431 -2.645
H 1.478 5.829 -0.720
H 0.137 5.447 0.414
H -0.055 6.742 -0.645
H 1.190 3.632 -1.466
C 1.605 -4.181 -0.165
C 2.899 -3.817 -0.779
C 3.197 -2.343 -0.624
O 3.925 -4.636 -0.176
H 0.758 -3.632 -0.522
H 1.534 -4.220 0.897
H 1.263 -5.207 -0.254
H 2.950 -4.150 -1.817
H 3.217 -1.969 0.391
H 2.418 -1.743 -1.114
H 4.112 -2.010 -1.121
H 4.587 -3.990 0.146
C 0.360 0.247 0.114
O 1.538 0.661 0.236
N -0.551 1.096 -0.335
N 0.045 -1.010 0.508
H -1.516 0.963 -0.052
H -0.219 2.011 -0.602
H -0.839 -1.497 0.645
H 0.852 -1.432 0.966
C -3.213 -2.706 1.192
O -2.362 -2.624 0.286
N -3.213 -3.834 1.830
N -4.090 -1.670 1.293
H -3.817 -4.052 2.600
H -2.657 -4.475 1.323
H -4.311 -1.237 2.161
H -3.843 -1.010 0.567
C -3.283 0.145 -2.038
O -3.518 0.420 -0.866
N -3.509 1.092 -2.945
N -2.721 -0.977 -2.324
H -3.747 0.832 -3.882
H -4.122 1.714 -2.472
H -2.520 -1.516 -1.486
H -2.298 -1.160 -3.221
C 1.890 3.514 2.489
O 1.897 4.627 2.971
N 3.001 2.812 2.443
N 0.730 2.959 2.164
H 3.060 2.038 1.814
H 3.830 3.314 2.635
H 0.705 2.294 1.406
H -0.050 3.599 2.108
```

=====

No. 3
ORCA calculation (ωB97M-V/def2-TZVPD) on 2 unconnected molecules or ions with the total composition C4H6N2 in a non-equilibrium geometry.

ΔE to the lowest compared entry with this formula, charge and spin = 113.0 kcal per mole
LUMO = 0.376 eV
Largest force on an atom = 4.45 eV/A
Net charge = 0
Orbital gap = 8.5 eV
SMILES = C=C=N.CC#N
M = 82.11 g mol⁻¹
DFT total energy = -265.3555 Eh

Structure (XYZ):
```
12
C4H6N2 (ωB97M-V/def2-TZVPD)
C 0.328 -1.447 -0.683
C -0.583 0.828 1.211
C 1.243 -0.409 -0.648
N 1.711 0.582 -1.140
C -1.199 -0.076 -0.054
N -2.182 0.049 -0.681
H 1.522 1.571 -1.215
H 0.209 -2.124 0.153
H 0.500 -2.123 -1.521
H -1.184 0.457 2.038
H -0.844 1.877 1.091
H 0.479 0.814 1.450
```

=====

Values for E_HOMO, eV, ordered as above
-6.7433, -9.3028, -8.0899